A structure of composition C4H11NOS2 in a non-equilibrium geometry, computed with ωB97M-V/def2-TZVPD.

Output
Multiplicity = 1
F_max = 5.66 eV/Å
Energy above the lowest of the compared OMol25 structures with the same formula, charge and spin = 132.5 kcal per mole
Charge = 0
Orbital gap = 8.37 eV
E = -29529.61322 eV
HOMO energy = -8.50 eV

XYZ file:
```
19
Properties=species:S:1:pos:R:3:forces:R:3:lowdin_charge:R:1
H -0.8215 0.5126 -1.4024 0.63 -1.13 -0.15 0.1332
N -0.2293 1.9777 -0.2808 1.25 4.37 0.95 0.0199
S 1.7867 -0.3346 -0.4231 0.36 -0.62 -0.03 0.8446
S -2.8651 -0.8585 -0.0407 -3.00 -2.19 3.58 0.6080
H -3.8445 -1.0583 1.3932 2.36 0.56 -3.38 0.0472
C 0.0761 -0.4246 0.4203 2.73 -0.86 -2.88 -0.2765
H 2.5001 1.9079 0.7870 -0.24 -3.17 -0.38 0.1137
H 2.9699 0.2386 1.5040 -0.04 -0.66 1.23 0.0188
H -2.7905 1.3200 -0.4170 1.48 0.23 1.13 0.0677
H -0.6303 2.5074 0.5709 0.93 -1.08 -1.89 0.1315
H 0.3792 -0.0919 1.4049 -0.79 -0.67 0.68 0.0856
C -0.6413 0.6815 -0.3433 -4.36 -3.26 1.52 -0.6819
O 2.4104 -1.6324 -0.0508 0.13 -0.70 -0.38 -0.5753
C 2.8182 0.7274 0.5839 -1.10 5.05 0.71 -0.2984
H -0.6803 2.3222 -1.1292 0.54 1.22 0.65 0.0974
C -2.0804 0.7035 0.2334 -2.15 1.37 0.89 -0.6460
H 3.7921 1.0313 0.2341 0.41 -1.04 -1.12 0.0316
H -0.1999 -1.5976 0.1147 0.58 3.51 1.43 0.1474
H -2.1338 1.0865 1.3668 0.29 -0.94 -2.55 0.1313
```
Forces are in eV/Å.



A structure of composition C4H11NP in a non-equilibrium geometry, computed with ωB97M-V/def2-TZVPD.

Output
Multiplicity = 1
F_max = 4.58 eV/Å
Energy above the lowest of the compared OMol25 structures with the same formula, charge and spin = 36.9 kcal per mole
Charge = +1
Orbital gap = 10.02 eV
E = -15096.73905 eV
HOMO energy = -13.51 eV

XYZ file:
```
17
Properties=species:S:1:pos:R:3:forces:R:3:lowdin_charge:R:1
N -1.0463 -0.8332 -0.9851 0.12 0.85 -0.97 -0.0294
H 1.4126 -1.6105 -0.8928 -0.23 2.13 0.83 0.1159
C 0.8508 0.9440 1.9369 -4.16 0.53 0.07 -0.3556
C 0.1381 0.1097 -1.3671 0.54 -1.87 1.38 -0.1319
C -1.4377 -0.6798 0.4337 4.31 0.11 1.54 -0.1181
H -1.8772 -0.7058 -1.5464 -0.26 0.36 -0.62 0.1671
H 0.0589 1.1380 -1.1081 -1.15 0.76 0.27 0.1071
H 0.5462 1.7797 1.1860 0.09 -1.56 1.27 0.0701
H -0.6642 -1.7667 -1.2811 -0.66 0.74 0.98 0.1859
H -1.7983 0.2853 0.7264 -0.02 0.74 -0.65 0.0753
H 2.1695 -0.0364 -0.4911 0.20 0.37 -0.11 0.0784
H -2.0876 -1.3998 0.8223 -0.68 -1.51 0.11 0.0537
H 0.0972 0.9005 2.8647 1.62 0.63 -1.92 0.0849
C 1.2035 -0.5177 -0.4565 0.73 -3.04 -1.18 -0.4288
P 0.7190 -0.8007 1.3284 -2.20 1.04 -1.58 1.0001
H 0.3421 0.0165 -2.4249 -0.05 -0.20 -0.18 0.1271
H 1.7781 1.2660 2.2856 1.80 -0.08 0.77 -0.0019
```
Forces are in eV/Å.